1.
Here is the ion C12H19BBrClFO7S2 with charge -1 in a non-equilibrium geometry from OMol25. Energies are from the ωB97M-V functional and the def2-TZVPD basis.

XYZ file:
```
44
C12H19BBrClFO7S2 (the ωB97M-V functional and the def2-TZVPD basis)
C 4.03948 -0.37831 0.46236
O 3.05367 0.56965 0.12168
C 1.78729 -0.01137 -0.15140
C 0.85699 1.10819 -0.60960
C 1.52243 1.93248 -1.72092
C 2.27177 1.15198 -2.74316
O 3.40282 1.23374 -3.04050
F 1.49321 0.26148 -3.40097
O 0.77056 1.99672 0.50249
B -0.28619 1.47023 1.40023
C -1.16454 2.59904 2.25378
C -2.58720 2.66921 1.90775
O -3.14942 3.46158 1.23636
Br -3.67103 1.18650 2.67701
O -1.06237 0.50221 0.52541
C -0.63510 0.69854 -0.75799
S -1.65832 2.20297 -1.34689
C -1.03057 -0.41347 -1.72207
C -0.49207 -1.83094 -1.50011
C -0.59905 -2.45414 -0.11020
C -2.01926 -2.41753 0.43969
S -1.94738 -2.85138 2.16585
O -1.53252 -4.22085 2.24946
O -1.25661 -1.86958 2.93022
Cl -3.91849 -2.76169 2.69903
H 4.82849 -0.36735 -0.29205
H 3.63377 -1.38908 0.52916
H 4.46511 -0.12722 1.43472
H 1.40317 -0.48054 0.75281
H 1.92866 -0.76806 -0.93576
H 2.24227 2.58718 -1.24294
H 0.80231 2.55830 -2.23872
H 0.26492 0.76836 2.27103
H -1.10876 2.26943 3.28835
H -0.76220 3.60831 2.19801
H -1.14805 2.49029 -2.55056
H -2.11547 -0.42442 -1.78558
H -0.67188 -0.08956 -2.69849
H -1.08223 -2.47358 -2.16208
H 0.53141 -1.92079 -1.86014
H 0.06058 -1.99316 0.62011
H -0.29149 -3.49842 -0.18096
H -2.48033 -1.43333 0.39199
H -2.68840 -3.15162 -0.00644
```

Kohn-Sham gap in eV: 7.812
Charge: -1
Max |F| in hartree/bohr: 0.0357
LUMO in eV: 2.614

***

2.
Here is a cluster of 3 separate species, C4H13O4 in total in a non-equilibrium geometry from OMol25. Energies are from the ωB97M-V functional and the def2-TZVPD basis.

XYZ file:
```
21
C4H13O4 (the ωB97M-V functional and the def2-TZVPD basis)
C 0.67238 -1.46901 -0.99418
C 0.75951 -2.30029 0.29017
C 0.97061 -1.36172 1.53669
O 1.66370 -0.16828 1.17147
C -0.64211 -0.66790 -1.08144
O -0.48150 0.63808 -1.66853
H 1.44761 -0.73764 -0.99943
H 0.81538 -2.14522 -1.86646
H 1.60150 -2.98671 0.32624
H -0.15557 -2.87153 0.41998
H 0.02861 -1.12501 1.96214
H 1.67248 -1.86941 2.21551
H -1.05493 -0.56996 -0.08065
H -1.41565 -1.22462 -1.62886
H -0.19849 1.15700 -0.87939
H 1.04459 0.60671 1.11706
H 0.55622 2.89015 0.38207
O 0.00851 2.10017 0.39374
H -1.64415 2.26583 0.64078
H -2.71023 1.78626 -0.35229
O -2.57870 2.44479 0.32133
```

Relative energy (zero: lowest compared OMol25 entry of this formula, charge and spin) in kJ/mol: 60.0
Kohn-Sham gap in eV: 8.524
Charge: -1
Max |F| in hartree/bohr: 0.0415
LUMO in eV: 3.828

***

3.
Here is a structure of composition C23H36BrI2N2O5 from OMol25. Energies are from the ωB97M-V functional and the def2-TZVPD basis.

XYZ file:
```
69
C23H36BrI2N2O5 (the ωB97M-V functional and the def2-TZVPD basis)
C -1.09299 -6.03639 1.11089
O -1.57057 -5.08889 0.17230
C -1.33309 -3.76041 0.55419
C -2.50077 -3.13803 1.31740
C -2.10484 -1.78112 1.93429
C -3.02036 -0.62994 1.51481
C -3.03600 -0.35088 -0.00008
C -1.66851 0.19024 -0.40355
N -1.28970 0.33704 -1.88151
C -2.22378 -0.46270 -2.77793
C -3.63944 0.10928 -2.96674
C -4.61454 -1.03635 -3.26142
Br -5.84413 -0.57676 -4.68449
C -1.31545 1.75633 -2.42679
C -2.24717 2.74118 -1.73698
O -1.49932 3.50387 -0.78151
C -2.13461 3.74875 0.41193
C -1.19493 3.74788 1.58225
O -3.30948 3.95319 0.46526
C 0.14597 -0.21244 -2.03451
I 0.42623 -1.96443 -3.14728
C 1.17762 0.37531 -1.41928
C 1.14611 1.56183 -0.47828
I 3.12369 -0.31616 -1.64284
H -0.00044 -6.00271 1.16588
H -1.41572 -7.01464 0.76621
H -1.50766 -5.85222 2.10732
H -0.42832 -3.68666 1.17368
H -1.14888 -3.18115 -0.36054
H -2.81686 -3.81951 2.10708
H -3.34280 -3.00355 0.63536
H -1.05635 -1.55912 1.70686
H -2.13933 -1.85695 3.02187
H -4.04380 -0.88773 1.79478
H -2.77065 0.29048 2.05056
H -3.80779 0.39892 -0.17141
H -3.29943 -1.26875 -0.52411
H -0.92156 -0.48291 0.00705
H -1.51430 1.14072 0.09536
H -2.27276 -1.47463 -2.38903
H -1.75754 -0.45249 -3.75728
H -3.98700 0.70100 -2.12856
H -3.64117 0.77238 -3.83125
H -5.21039 -1.30742 -2.39552
H -4.08621 -1.90969 -3.63647
H -0.31905 2.17730 -2.42001
H -1.57634 1.69737 -3.48056
H -3.08967 2.28284 -1.22484
H -2.62920 3.43154 -2.48887
H -0.31129 4.34547 1.35990
H -0.86528 2.73188 1.80838
H -1.71450 4.14317 2.44923
H 0.88478 2.49819 -0.96817
H 0.46213 1.40494 0.35100
H 2.12772 1.71178 -0.03928
C 8.16689 0.70313 3.36762
C 6.81116 0.84560 3.63428
C 5.94290 1.24071 2.63002
C 6.46028 1.48308 1.37013
C 7.80680 1.35260 1.08097
C 8.66319 0.95843 2.09600
N 5.54623 1.88970 0.29230
O 4.36228 2.01539 0.55905
O 6.01072 2.06610 -0.81417
H 8.84010 0.39213 4.15516
H 6.42887 0.64891 4.62635
H 4.88691 1.35998 2.81870
H 8.17398 1.55571 0.08634
H 9.71943 0.85029 1.89249
```

Kohn-Sham gap in eV: 9.058
Charge: +1
Max |F| in hartree/bohr: 0.0188
LUMO in eV: -2.808

***

4.
Here is a structure of composition C27H25BrIrN7O2P from OMol25. Energies are from the ωB97M-V functional and the def2-TZVPD basis.

XYZ file:
```
64
C27H25BrIrN7O2P (the ωB97M-V functional and the def2-TZVPD basis)
Ir 0.53566 0.77563 0.35414
C 2.41254 5.91539 -0.02376
N 1.92025 4.69477 0.60961
C 1.82827 4.48678 1.95484
C 1.32855 3.22890 2.12635
N 1.10678 2.68097 0.89774
C 1.47358 3.57808 -0.01392
P 1.43437 3.36468 -1.81702
C -0.22291 2.61176 -1.88189
N -0.62983 1.66005 -1.04531
C -1.93918 1.39607 -1.33648
C -2.32644 2.20187 -2.36594
N -1.24308 2.96420 -2.69638
C -1.19404 3.93101 -3.78989
C 2.39824 1.81983 -1.91065
N 2.26645 0.81246 -1.06000
C 3.21225 -0.11306 -1.38063
C 3.93585 0.34904 -2.44386
N 3.41759 1.57019 -2.76814
C 3.86612 2.40544 -3.87759
H 2.77110 6.58218 0.75441
H 1.61326 6.40794 -0.57308
H 3.23622 5.68743 -0.69615
H 2.12564 5.23481 2.66846
H 1.12261 2.69057 3.03446
H -2.50658 0.66209 -0.79421
H -3.26568 2.29600 -2.88215
H -2.18732 4.34623 -3.93435
H -0.86545 3.44895 -4.70852
H -0.50987 4.73578 -3.53521
H 3.32880 -1.03174 -0.83125
H 4.76274 -0.07737 -2.98473
H 4.93012 2.24692 -4.02889
H 3.69904 3.45260 -3.63946
H 3.32972 2.14911 -4.78921
Br 3.50431 -4.96940 4.23927
C 2.43081 -4.56413 2.74424
C 1.95941 -5.59109 1.93724
C 1.17174 -5.29476 0.83269
C 0.85092 -3.98057 0.53628
C 1.32780 -2.96022 1.35588
C 2.12366 -3.24529 2.46242
C 0.99925 -1.55733 1.05909
O 0.22690 -1.25141 0.07581
O 1.44273 -0.58825 1.75274
H 2.21431 -6.61583 2.16989
H 0.82073 -6.09843 0.19965
H 0.26083 -3.73467 -0.33638
H 2.49319 -2.44169 3.08392
C -2.41177 -1.51566 1.76159
C -3.50799 -2.32554 1.78807
C -3.77290 -3.20256 0.68710
C -4.85012 -4.03994 0.72120
C -5.68854 -4.02130 1.85249
C -5.45835 -3.17384 2.95271
C -4.38077 -2.33595 2.92365
C -6.81781 -4.90004 1.88435
N -7.72411 -5.60559 1.90987
H -1.72504 -1.49945 0.91784
H -2.17827 -0.86803 2.60029
H -3.10110 -3.19268 -0.16206
H -5.07122 -4.71506 -0.09317
H -6.13202 -3.20262 3.79729
H -4.17192 -1.67427 3.75471
```

⟨S²⟩: 0.75
Relative energy (zero: lowest compared OMol25 entry of this formula, charge and spin) in kJ/mol: 194.8
2S+1: 2
Kohn-Sham gap (spin up / spin down) in eV: 3.980 / 4.666
Charge: +2
Max |F| in hartree/bohr: 0.0169
LUMO (spin up / spin down) in eV: -8.454 / -8.447

***

Question: Among the records above, which one has the highest max |F|?
Answer: C4H13O4